The following is a quantum chemistry calculation of a 11-piece molecular cluster, C31H88N4O11 overall in a non-equilibrium geometry, from the OMol25 dataset.

Bonds (Å) are listed after each position.
Positions of all 134 atoms, in Å:
1 O 2.895 -0.192 3.145  H38 0.960, C44 1.420
2 H -0.747 4.414 0.251  C40 1.090
3 H 1.955 -2.299 -2.295  O77 0.960
4 H 0.853 -0.856 1.257  C19 1.090
5 H -2.887 2.420 -0.145  C43 1.090
6 H 0.683 -0.046 -2.417  C55 1.090
7 H 2.228 3.510 -5.496  C35 1.090
8 C -5.302 -0.362 -2.053  C42 1.568, C46 1.538, N104 1.443, H122 1.090
9 H -0.023 6.962 1.477  C12 1.090
10 H 3.472 1.785 3.747  C44 1.090
11 C 6.919 0.087 3.494  H82 1.090, H88 1.090, C113 1.498, H123 1.090
12 C -0.034 5.874 1.418  H9 1.090, C40 1.515, O54 1.438, H80 1.090
13 H 7.098 0.485 1.409  C113 1.090
14 H -3.175 -3.669 1.025  C83 1.090
15 H 1.307 4.475 -0.638  C57 1.090
16 O -5.491 2.979 -0.211  H100 0.960, C134 1.397
17 O 1.975 2.462 -7.260  H20 0.960, C35 1.445
18 H 3.575 -1.135 -3.056  C21 1.090
19 C 0.997 -0.580 0.212  H4 1.090, C69 1.564, H106 1.090, O118 1.467
20 H 2.321 3.239 -7.705  O17 0.960
21 C 3.316 -1.988 -3.683  H18 1.090, H60 1.090, O77 1.410, H121 1.090
22 H -0.857 -1.159 -0.835  C69 1.090
23 C -2.260 -4.221 -0.937  N26 1.470, C83 1.541, C86 1.568, H131 1.090
24 C -0.928 -3.813 -4.392  O39 1.391, H53 1.090, H115 1.090, H128 1.090
25 H 0.976 3.311 1.456  C119 1.090
26 N -1.442 -5.361 -0.496  C23 1.470, H41 1.010, H108 1.010
27 H -0.523 -3.064 -1.917  C86 1.090
28 H -4.499 -1.519 3.155  C130 1.090
29 H 4.104 1.363 -6.492  C129 1.090
30 H 3.338 -2.941 -0.414  C50 1.090
31 O 2.387 -1.714 5.486  C103 1.370, H117 0.960
32 C 5.746 -1.232 1.724  H49 1.090, H81 1.090, H87 1.090, C113 1.526
33 H -0.999 0.823 -2.295  C55 1.090
34 C -5.122 4.274 1.880  H72 1.090, H102 1.090, H112 1.090, C134 1.520
35 C 2.391 2.502 -5.876  H7 1.090, O17 1.445, C68 1.460, C129 1.525
36 H 2.585 -2.424 1.169  C50 1.090
37 H 1.741 3.732 3.064  C119 1.090
38 H 2.354 -0.949 3.384  O1 0.960
39 O -1.512 -4.393 -3.270  C24 1.391, C86 1.413
40 C -0.386 5.416 0.018  H2 1.090, C12 1.515, C57 1.536, N58 1.462
41 H -0.492 -5.016 -0.491  N26 1.010
42 C -4.461 0.513 -3.046  C8 1.568, H48 1.090, H52 1.090, H84 1.090
43 C -3.393 2.761 0.759  H5 1.090, H51 1.090, H99 1.090, C134 1.560
44 C 3.209 0.794 4.117  O1 1.420, H10 1.090, H64 1.090, H110 1.090
45 H 4.027 1.741 -4.727  C129 1.090
46 C -5.329 -1.900 -2.031  C8 1.538, H73 1.090, O98 1.407, H124 1.090
47 H -4.713 -0.495 1.739  C130 1.090
48 H -4.356 1.561 -2.764  C42 1.090
49 H 4.864 -0.593 1.678  C32 1.090
50 C 2.912 -2.127 0.172  H30 1.090, H36 1.090, H74 1.090, O118 1.460
51 H -3.711 1.974 1.442  C43 1.090
52 H -3.452 0.105 -3.100  C42 1.090
53 H -1.040 -2.731 -4.471  C24 1.090
54 O 1.127 5.318 2.057  C12 1.438, C119 1.407
55 C -0.045 0.536 -1.853  H6 1.090, H33 1.090, H67 1.090, C69 1.513
56 H 0.410 -3.675 4.979  C109 1.090
57 C 0.791 5.377 -0.968  H15 1.090, C40 1.536, H75 1.090, H114 1.090
58 N -1.454 6.312 -0.421  C40 1.462, H70 1.010, H132 1.010
59 H -1.552 -0.410 1.067  N90 1.010
60 H 4.132 -2.710 -3.666  C21 1.090
61 H 3.963 -2.597 3.951  C105 1.090
62 H -0.473 0.801 0.886  N90 1.010
63 C -6.232 -3.806 -0.790  H66 1.090, H85 1.090, O98 1.429, H133 1.090
64 H 3.782 0.305 4.905  C44 1.090
65 H 8.039 -1.962 2.287  O111 0.960
66 H -6.846 -4.188 -1.606  C63 1.090
67 H 0.385 1.522 -1.677  C55 1.090
68 C 1.482 1.591 -5.185  C35 1.460, H89 1.090, H95 1.090, H126 1.090
69 C -0.307 -0.251 -0.587  C19 1.564, H22 1.090, C55 1.513, N90 1.410
70 H -0.950 7.147 -0.685  N58 1.010
71 H 1.554 -3.408 3.512  C109 1.090
72 H -6.173 4.115 2.121  C34 1.090
73 H -5.539 -2.272 -3.034  C46 1.090
74 H 3.531 -1.229 0.186  C50 1.090
75 H 0.633 5.189 -2.030  C57 1.090
76 O -3.020 -0.063 2.787  H125 0.960, C130 1.410
77 O 2.117 -2.556 -3.206  H3 0.960, C21 1.410
78 H -4.967 0.120 3.418  C130 1.090
79 H 4.207 -4.283 4.761  C105 1.090
80 H -0.780 5.577 2.155  C12 1.090
81 H 5.820 -1.766 0.776  C32 1.090
82 H 7.125 -0.717 4.200  C11 1.090
83 C -2.440 -3.319 0.300  H14 1.090, C23 1.541, H120 1.090, H127 1.090
84 H -4.826 0.420 -4.069  C42 1.090
85 H -5.248 -4.187 -0.515  C63 1.090
86 C -1.466 -3.570 -2.123  C23 1.568, H27 1.090, O39 1.413, H107 1.090
87 H 5.546 -1.939 2.529  C32 1.090
88 H 7.706 0.818 3.681  C11 1.090
89 H 1.583 0.510 -5.280  C68 1.090
90 N -1.173 0.253 0.405  H59 1.010, H62 1.010, C69 1.410
91 H 2.517 -3.418 6.422  C103 1.090
92 H 1.646 -4.803 4.426  C109 1.090
93 H -4.390 4.606 -0.052  C134 1.090
94 H -5.397 -0.555 -0.150  N104 1.010
95 H 0.419 1.765 -5.351  C68 1.090
96 H 4.488 2.992 -5.857  C129 1.090
97 H -3.944 -0.109 -0.576  N104 1.010
98 O -6.252 -2.412 -1.101  C46 1.407, C63 1.429
99 H -2.636 3.369 1.254  C43 1.090
100 H -5.273 2.044 -0.218  O16 0.960
101 H 0.077 3.889 2.978  C119 1.090
102 H -4.551 4.068 2.785  C34 1.090
103 C 2.527 -3.073 5.388  O31 1.370, H91 1.090, C105 1.551, C109 1.561
104 N -4.917 0.107 -0.743  C8 1.443, H94 1.010, H97 1.010
105 C 3.972 -3.222 4.844  H61 1.090, H79 1.090, C103 1.551, H116 1.090
106 H 1.564 0.347 0.134  C19 1.090
107 H -2.075 -2.751 -2.507  C86 1.090
108 H -1.388 -6.061 -1.222  N26 1.010
109 C 1.404 -3.746 4.538  H56 1.090, H71 1.090, H92 1.090, C103 1.561
110 H 2.248 0.976 4.599  C44 1.090
111 O 8.125 -1.154 1.776  H65 0.960, C113 1.435
112 H -5.057 5.362 1.861  C34 1.090
113 C 6.958 -0.372 2.069  C11 1.498, H13 1.090, C32 1.526, O111 1.435
114 H 1.426 6.259 -0.881  C57 1.090
115 H 0.119 -4.108 -4.445  C24 1.090
116 H 4.720 -2.771 5.496  C105 1.090
117 H 2.898 -1.615 6.293  O31 0.960
118 O 1.716 -1.637 -0.507  C19 1.467, C50 1.460
119 C 0.958 3.950 2.339  H25 1.090, H37 1.090, O54 1.407, H101 1.090
120 H -1.555 -3.035 0.869  C83 1.090
121 H 3.176 -1.582 -4.685  C21 1.090
122 H -6.345 -0.102 -2.229  C8 1.090
123 H 6.013 0.611 3.799  C11 1.090
124 H -4.333 -2.253 -1.763  C46 1.090
125 H -2.661 -0.030 3.677  O76 0.960
126 H 1.635 1.656 -4.107  C68 1.090
127 H -2.839 -2.356 -0.018  C83 1.090
128 H -1.340 -4.210 -5.320  C24 1.090
129 C 3.858 2.111 -5.738  H29 1.090, C35 1.525, H45 1.090, H96 1.090
130 C -4.358 -0.510 2.769  H28 1.090, H47 1.090, O76 1.410, H78 1.090
131 H -3.217 -4.639 -1.247  C23 1.090
132 H -1.907 6.706 0.391  N58 1.010
133 H -6.961 -3.808 0.020  C63 1.090
134 C -4.601 3.729 0.560  O16 1.397, C34 1.520, C43 1.560, H93 1.090

For the gap between HOMO and LUMO, the calculation gives 0.3384 hartree. The total energy is -2280.25515 hartree. The value obtained for the LUMO energy is 0.11 eV. The SMILES is COC[C@H](C)N.COC[C@H](C)N.COC[C@H](C)N.COC[C@H](C)N.CC(C)O.CC(C)O.CC(C)O.CC(C)O.CO.CO.CO.